Molecular formula: C3H4
Method: DFT, the ωB97M-V functional and the def2-TZVPD basis

As for the SMILES: C#CC. The energy above the lowest of the compared OMol25 structures with the same formula, charge and spin is 18.1 kcal per mole. As for the frontier orbital gap: 11.3 eV. The lowest unoccupied orbital energy comes out at 1.063 eV. For the HOMO energy, the calculation gives -10.22 eV.

Positions of all 7 atoms, in Å:
C 1.80456 0.05128 0.07984
C 0.62073 0.13651 -0.04048
C -1.10444 -0.04540 -0.04330
H 2.85326 0.06260 0.14299
H -1.43917 0.40423 0.87876
H -1.44549 0.49542 -0.91514
H -1.28946 -1.10464 -0.10267

Atom charges from the Löwdin analysis, given in e for atoms 1 to 6: 0.021 -0.113 -0.033 0.002 0.041 0.040